1.
Entry from the OMol25 dataset: a molecular structure, C23H24N2O2RuS3SiTe (the ωB97M-V functional and the def2-TZVPD basis).

Its HOMO-LUMO gap (spin up / spin down) is 6.842 / 4.568 eV. Its charge is +2. Its total energy is -2997.21160 a.u. The calculation puts the energy above the lowest of the compared OMol25 structures with the same formula, charge and spin at 36.5 kJ/mol. As for the spin multiplicity: 5. The value obtained for the HOMO energy (spin up / spin down) is -14.0 / -14.0 eV.

Last column: Mulliken charge in e.
Positions of all 57 atoms, in Å:
Ru (0.568, 2.357, 0.437)  0.528
C (4.186, -2.006, 4.932)  -1.085
Si (3.289, -0.400, 4.656)  0.217
C (1.746, -0.291, 5.696)  -1.007
C (4.424, 1.066, 4.860)  -1.019
C (2.733, -0.426, 2.796)  0.164
C (3.060, -1.509, 1.969)  -0.101
C (2.680, -1.542, 0.640)  -0.904
C (1.946, -0.473, 0.108)  -0.304
N (1.622, 0.559, 0.857)  0.096
C (2.002, 0.604, 2.176)  0.457
S (1.472, 2.038, 2.931)  -0.199
H (4.518, -2.039, 5.972)  0.330
H (5.082, -2.100, 4.315)  0.348
H (3.557, -2.884, 4.776)  0.349
H (2.021, -0.394, 6.748)  0.365
H (1.037, -1.090, 5.473)  0.358
H (1.237, 0.669, 5.589)  0.316
H (4.817, 1.071, 5.879)  0.367
H (3.913, 2.017, 4.706)  0.337
H (5.280, 1.016, 4.185)  0.355
H (3.625, -2.337, 2.376)  0.471
H (2.934, -2.375, 0.000)  0.436
H (1.626, -0.465, -0.926)  0.518
C (-2.830, 1.825, -0.785)  -1.159
Te (-1.762, 1.021, 0.894)  0.096
C (-2.941, 2.331, 2.097)  -1.014
C (-3.739, 3.174, 1.135)  0.619
C (-4.570, 4.178, 1.628)  -0.817
C (-5.291, 4.971, 0.756)  -0.639
C (-5.192, 4.769, -0.615)  -0.619
C (-4.379, 3.767, -1.110)  -0.862
C (-3.650, 2.963, -0.236)  0.831
H (-3.457, 1.022, -1.171)  0.647
H (-2.123, 2.131, -1.554)  0.431
H (-2.277, 2.925, 2.722)  0.430
H (-3.567, 1.702, 2.729)  0.644
H (-4.640, 4.343, 2.696)  0.473
H (-5.934, 5.750, 1.145)  0.438
H (-5.757, 5.390, -1.298)  0.449
H (-4.312, 3.600, -2.179)  0.475
O (-0.466, 4.430, 1.782)  -0.570
S (-0.748, 5.173, 0.565)  1.349
O (-2.010, 5.773, 0.344)  -0.529
N (-0.312, 3.981, -0.600)  -0.591
C (0.930, 4.273, -1.007)  0.753
S (1.876, 2.919, -1.442)  -0.316
C (1.415, 5.622, -0.737)  0.667
C (2.539, 6.262, -1.235)  -0.841
C (2.767, 7.569, -0.826)  -0.595
C (1.904, 8.208, 0.063)  -0.615
C (0.777, 7.563, 0.571)  -0.767
C (0.565, 6.271, 0.152)  0.412
H (3.203, 5.769, -1.933)  0.452
H (3.626, 8.104, -1.205)  0.425
H (2.111, 9.226, 0.363)  0.435
H (0.106, 8.057, 1.260)  0.514

=====

2.
Entry from the OMol25 dataset: a molecular structure, C23H24N2O4S at a distorted geometry (the ωB97M-V functional and the def2-TZVPD basis).

Its HOMO-LUMO gap is 7.343 eV. Its charge is 0. Its total energy is -1698.80750 a.u. The calculation puts the energy above the lowest of the compared OMol25 structures with the same formula, charge and spin at 1992.1 kJ/mol. The value obtained for the HOMO energy is -7.7 eV.

Last column: Mulliken charge in e.
Positions of all 54 atoms, in Å:
C (-8.621, -2.185, -1.221)  -0.867
H (-8.058, -3.187, -1.253)  0.367
O (-7.546, -1.083, -1.476)  -0.393
C (-6.729, -1.038, -0.485)  1.140
C (-5.843, -0.155, -0.806)  -0.406
C (-4.922, 0.201, 0.329)  1.123
C (-4.909, -0.606, 1.613)  -1.360
C (-5.756, -1.471, 1.520)  -0.863
C (-6.765, -1.748, 0.605)  -1.048
H (-7.370, -2.621, 0.876)  0.350
H (-5.755, -1.879, 2.567)  0.202
H (-4.202, -0.161, 2.112)  1.371
C (-3.920, 1.180, -0.124)  -0.324
C (-2.647, 1.621, 0.432)  0.000
C (-1.990, 2.754, -0.165)  0.587
O (-2.710, 3.680, -0.315)  -0.559
N (-0.576, 2.692, 0.073)  -0.116
C (0.219, 1.758, 0.418)  0.225
C (1.712, 1.999, -0.056)  -1.699
C (2.487, 0.954, 0.493)  0.552
C (2.023, -0.220, 0.976)  -0.145
C (0.611, -0.234, 1.525)  -2.254
C (-0.178, 0.782, 1.072)  1.451
S (-1.912, 0.463, 1.648)  -0.350
H (0.352, -1.027, 1.648)  0.831
H (2.822, -0.994, 1.334)  0.193
C (3.945, 0.933, -0.048)  0.383
O (4.261, 1.990, -1.025)  -0.758
N (4.783, 0.472, 0.834)  -0.088
H (4.617, -0.173, 1.518)  0.307
C (6.274, 0.592, 0.337)  -1.196
H (6.818, 0.642, 1.165)  0.530
C (6.687, -0.845, -0.179)  0.009
H (7.726, -1.035, -0.347)  0.589
C (5.909, -1.264, -1.526)  -0.693
H (6.700, -1.363, -2.226)  0.399
H (5.480, -0.308, -2.106)  0.248
C (4.944, -2.276, -0.890)  -0.271
H (3.976, -1.818, -0.831)  0.087
C (5.530, -2.821, 0.128)  -0.416
H (6.481, -3.747, -0.154)  0.218
O (6.133, -1.821, 0.970)  -0.498
H (4.872, -3.495, 0.757)  0.330
H (4.715, -3.139, -1.940)  0.292
H (6.345, 1.331, -0.415)  0.482
H (2.157, 2.659, -0.565)  1.116
C (0.049, 4.012, -0.348)  -1.304
H (0.519, 3.909, -1.357)  0.391
H (0.765, 4.514, 0.213)  0.523
H (-0.967, 4.923, -0.348)  0.227
H (-4.286, 2.176, -0.731)  0.229
H (-5.918, 0.649, -1.610)  0.275
H (-9.104, -2.066, -2.297)  0.264
H (-9.229, -2.107, -0.322)  0.320

=====

3.
Entry from the OMol25 dataset: a molecular structure, C23H24N3O3ScSi (the ωB97M-V functional and the def2-TZVPD basis).

Its HOMO-LUMO gap is 7.842 eV. Its charge is 0. Its total energy is -2331.27267 a.u. The calculation puts the energy above the lowest of the compared OMol25 structures with the same formula, charge and spin at 0.0 kJ/mol. The value obtained for the HOMO energy is -8.1 eV.

Last column: Mulliken charge in e.
Positions of all 55 atoms, in Å:
Sc (-0.747, -0.665, -0.927)  0.905
O (-2.555, 3.238, 0.200)  -0.688
C (-1.462, 4.014, 0.044)  0.402
C (-1.577, 5.347, 0.441)  -0.642
C (-0.506, 6.206, 0.323)  -0.316
C (0.709, 5.757, -0.193)  -0.750
C (0.828, 4.441, -0.583)  -0.480
C (-0.244, 3.548, -0.477)  0.160
C (-0.063, 2.143, -0.894)  1.157
O (-1.119, 1.349, -0.886)  -1.043
N (1.118, 1.731, -1.246)  -0.958
N (1.065, 0.376, -1.571)  0.679
C (2.057, -0.091, -2.236)  -0.723
C (2.143, -1.447, -2.735)  0.876
C (3.358, -1.857, -3.304)  -0.808
C (3.514, -3.117, -3.834)  -0.721
C (2.429, -3.995, -3.816)  -0.400
C (1.219, -3.616, -3.277)  -0.646
C (1.047, -2.341, -2.722)  0.756
O (-0.124, -1.998, -2.211)  -0.739
H (-2.330, 2.350, -0.142)  0.426
H (-2.528, 5.677, 0.839)  0.439
H (-0.615, 7.237, 0.635)  0.373
H (1.549, 6.432, -0.286)  0.395
H (1.759, 4.066, -0.984)  0.439
H (2.880, 0.589, -2.457)  0.329
H (4.184, -1.155, -3.316)  0.367
H (4.459, -3.420, -4.262)  0.403
H (2.535, -4.988, -4.235)  0.371
H (0.372, -4.289, -3.266)  0.420
C (2.297, -1.470, 1.146)  -0.909
Si (0.709, -1.623, 2.118)  -0.139
C (0.777, -0.460, 3.586)  -1.135
C (0.512, -3.375, 2.744)  -1.076
N (-0.574, -1.265, 1.012)  0.273
C (-1.926, -1.051, 1.233)  0.112
C (-2.451, -0.154, 2.187)  -0.356
C (-3.785, 0.185, 2.171)  -0.589
C (-4.660, -0.332, 1.209)  -0.571
C (-4.181, -1.229, 0.282)  -0.812
C (-2.832, -1.601, 0.300)  0.261
H (3.140, -1.804, 1.756)  0.432
H (2.491, -0.436, 0.850)  0.253
H (2.284, -2.087, 0.242)  0.193
H (1.677, -0.663, 4.172)  0.376
H (-0.081, -0.576, 4.251)  0.347
H (0.819, 0.582, 3.261)  0.332
H (1.302, -3.633, 3.454)  0.359
H (0.551, -4.089, 1.919)  0.286
H (-0.447, -3.503, 3.254)  0.328
H (-1.788, 0.296, 2.909)  0.272
H (-4.156, 0.892, 2.903)  0.382
H (-5.699, -0.036, 1.203)  0.406
H (-4.847, -1.671, -0.448)  0.417
H (-2.487, -2.419, -0.335)  0.574

=====

4.
Entry from the OMol25 dataset: a molecular structure, C23H24N4O2PtS2 at a distorted geometry (the ωB97M-V functional and the def2-TZVPD basis).

Its HOMO-LUMO gap is 4.237 eV. Its charge is +2. Its total energy is -2175.34232 a.u. The value obtained for the HOMO energy is -14.1 eV.

Last column: Mulliken charge in e.
Positions of all 56 atoms, in Å:
Pt (-0.259, -0.810, 0.009)  0.718
C (-3.183, -0.265, 1.160)  -1.025
N (-2.491, 0.187, -0.068)  0.641
C (-3.161, -0.298, -1.288)  -0.958
C (-2.368, 1.624, -0.031)  0.228
C (-3.473, 2.433, -0.161)  -0.337
C (-3.360, 3.818, -0.035)  -0.842
C (-2.160, 4.381, 0.395)  -0.815
C (-1.051, 3.588, 0.548)  -0.764
C (-1.094, 2.215, 0.175)  0.409
N (-0.010, 1.435, -0.005)  -0.342
C (1.220, 1.959, -0.175)  0.271
C (1.508, 3.301, -0.556)  -0.711
C (2.781, 3.793, -0.440)  -0.849
C (3.822, 2.964, -0.011)  -0.804
C (3.596, 1.598, 0.155)  -0.198
C (2.325, 1.086, 0.042)  0.076
N (2.065, -0.315, 0.084)  1.070
C (2.558, -0.899, -1.186)  -0.906
C (2.569, -0.941, 1.320)  -0.908
H (-4.211, 0.108, 1.187)  0.420
H (-2.661, 0.102, 2.042)  0.343
H (-3.225, -1.350, 1.189)  0.413
H (-4.197, 0.045, -1.339)  0.391
H (-3.182, -1.384, -1.292)  0.371
H (-2.631, 0.059, -2.169)  0.358
H (-4.445, 1.997, -0.345)  0.425
H (-4.229, 4.439, -0.206)  0.452
H (-2.103, 5.435, 0.626)  0.446
H (-0.157, 3.990, 1.002)  0.797
H (0.731, 3.918, -0.982)  0.776
H (2.984, 4.824, -0.693)  0.446
H (4.816, 3.366, 0.132)  0.455
H (4.437, 0.948, 0.352)  0.490
H (3.633, -0.731, -1.308)  0.365
H (2.046, -0.419, -2.022)  0.361
H (2.393, -1.968, -1.222)  0.203
H (3.649, -0.804, 1.437)  0.325
H (2.391, -2.008, 1.317)  0.165
H (2.072, -0.483, 2.175)  0.366
O (2.745, -4.617, -1.288)  -0.634
S (2.067, -4.714, -0.036)  1.140
O (2.812, -4.625, 1.179)  -0.633
N (0.910, -3.443, -0.003)  -0.349
C (-0.276, -3.946, 0.024)  1.339
S (-1.577, -2.799, 0.021)  -0.619
C (-0.406, -5.399, 0.034)  0.081
C (-1.555, -6.176, 0.077)  -0.530
C (-1.416, -7.557, 0.056)  -0.744
C (-0.159, -8.148, 0.006)  -0.548
C (1.000, -7.373, -0.019)  -0.591
C (0.844, -6.009, -0.002)  0.083
H (-2.535, -5.719, 0.120)  0.377
H (-2.294, -8.186, 0.084)  0.416
H (-0.079, -9.226, -0.016)  0.418
H (1.978, -7.831, -0.050)  0.474

=====

Please write out number 4 again, unchanged.
Entry from the OMol25 dataset: a molecular structure, C23H24N4O2PtS2 at a distorted geometry (the ωB97M-V functional and the def2-TZVPD basis).

Its HOMO-LUMO gap is 4.237 eV. Its charge is +2. Its total energy is -2175.34232 a.u. The value obtained for the HOMO energy is -14.1 eV.

Last column: Mulliken charge in e.
Positions of all 56 atoms, in Å:
Pt (-0.259, -0.810, 0.009)  0.718
C (-3.183, -0.265, 1.160)  -1.025
N (-2.491, 0.187, -0.068)  0.641
C (-3.161, -0.298, -1.288)  -0.958
C (-2.368, 1.624, -0.031)  0.228
C (-3.473, 2.433, -0.161)  -0.337
C (-3.360, 3.818, -0.035)  -0.842
C (-2.160, 4.381, 0.395)  -0.815
C (-1.051, 3.588, 0.548)  -0.764
C (-1.094, 2.215, 0.175)  0.409
N (-0.010, 1.435, -0.005)  -0.342
C (1.220, 1.959, -0.175)  0.271
C (1.508, 3.301, -0.556)  -0.711
C (2.781, 3.793, -0.440)  -0.849
C (3.822, 2.964, -0.011)  -0.804
C (3.596, 1.598, 0.155)  -0.198
C (2.325, 1.086, 0.042)  0.076
N (2.065, -0.315, 0.084)  1.070
C (2.558, -0.899, -1.186)  -0.906
C (2.569, -0.941, 1.320)  -0.908
H (-4.211, 0.108, 1.187)  0.420
H (-2.661, 0.102, 2.042)  0.343
H (-3.225, -1.350, 1.189)  0.413
H (-4.197, 0.045, -1.339)  0.391
H (-3.182, -1.384, -1.292)  0.371
H (-2.631, 0.059, -2.169)  0.358
H (-4.445, 1.997, -0.345)  0.425
H (-4.229, 4.439, -0.206)  0.452
H (-2.103, 5.435, 0.626)  0.446
H (-0.157, 3.990, 1.002)  0.797
H (0.731, 3.918, -0.982)  0.776
H (2.984, 4.824, -0.693)  0.446
H (4.816, 3.366, 0.132)  0.455
H (4.437, 0.948, 0.352)  0.490
H (3.633, -0.731, -1.308)  0.365
H (2.046, -0.419, -2.022)  0.361
H (2.393, -1.968, -1.222)  0.203
H (3.649, -0.804, 1.437)  0.325
H (2.391, -2.008, 1.317)  0.165
H (2.072, -0.483, 2.175)  0.366
O (2.745, -4.617, -1.288)  -0.634
S (2.067, -4.714, -0.036)  1.140
O (2.812, -4.625, 1.179)  -0.633
N (0.910, -3.443, -0.003)  -0.349
C (-0.276, -3.946, 0.024)  1.339
S (-1.577, -2.799, 0.021)  -0.619
C (-0.406, -5.399, 0.034)  0.081
C (-1.555, -6.176, 0.077)  -0.530
C (-1.416, -7.557, 0.056)  -0.744
C (-0.159, -8.148, 0.006)  -0.548
C (1.000, -7.373, -0.019)  -0.591
C (0.844, -6.009, -0.002)  0.083
H (-2.535, -5.719, 0.120)  0.377
H (-2.294, -8.186, 0.084)  0.416
H (-0.079, -9.226, -0.016)  0.418
H (1.978, -7.831, -0.050)  0.474